DFT (ωB97M-V/def2-TZVPD) results for C35H92F3N4O13SSn as an isolated structure.

## Properties
- Gap between HOMO and LUMO: 5.6 eV
- Calculated total energy: -3497.535451 Eh
- Molar mass: 984.91 g mol⁻¹
- Total charge: +1
- Max |F|: 3.31 eV/Å
- Spin multiplicity: 1

Each line ends with the Löwdin charge.
Geometry (Å):
Sn: 1.7430 3.8540 -1.2153  1.69
C: -1.2212 -0.9495 -0.9677  -0.57
F: -2.2133 -0.0510 -1.0374  0.10
F: -1.5155 -1.9255 -0.0928  0.12
F: -0.9746 -1.4161 -2.2035  0.12
S: 0.3955 -0.0596 -0.2057  0.57
O: 0.1371 0.0066 1.2682  -0.33
O: 1.5872 -0.8340 -0.6562  -0.36
O: 0.3595 1.2312 -0.9394  -0.46
C: 2.2025 7.1828 2.9661  -0.05
C: 2.3942 6.0543 1.9708  -0.42
C: 2.4458 4.6101 2.6443  -0.12
O: 2.4205 3.5185 1.6808  -0.30
C: 2.4469 2.2016 2.2601  -0.08
N: 1.3103 6.1486 1.0077  0.01
H: 2.2998 8.1991 2.5842  0.09
H: 2.9323 7.0475 3.7644  0.09
H: 1.2190 7.0789 3.4244  0.09
H: 3.3135 6.1343 1.3906  0.13
H: 1.6261 4.4326 3.3405  0.13
H: 3.4168 4.6122 3.1395  0.13
H: 2.4001 1.4366 1.4851  0.06
H: 1.5815 2.0613 2.9078  0.07
H: 3.2862 1.9284 2.8996  0.10
H: 0.5641 6.2224 1.6843  0.07
H: 1.2528 7.0661 0.5894  0.09
C: 0.4721 0.9161 6.9152  -0.04
C: 0.2828 0.5126 5.4249  -0.43
C: -0.6972 -0.6074 5.1943  -0.25
O: -2.0032 -0.4237 5.6448  -0.17
C: -2.9905 -1.2551 5.0491  -0.08
N: -0.1914 1.6448 4.6820  0.03
H: -0.3915 1.3854 7.3864  0.07
H: 1.2608 1.6460 7.0978  0.07
H: 0.5159 0.0739 7.6058  0.08
H: 1.2632 0.2584 5.0221  0.12
H: -0.2134 -1.4815 5.6303  0.12
H: -0.7860 -0.8441 4.1340  0.11
H: -3.9800 -1.0179 5.4401  0.09
H: -2.8216 -2.3190 5.2151  0.09
H: -3.0046 -1.1196 3.9676  0.07
H: -1.0494 1.8386 5.1784  0.07
H: -0.4618 1.3863 3.7439  0.06
C: 6.0697 1.0394 0.0097  -0.03
C: 5.1085 2.1773 -0.3636  -0.41
C: 5.7151 3.2207 -1.2727  -0.23
O: 4.8521 4.3149 -1.3273  -0.28
C: 5.5706 5.5571 -1.5558  -0.06
N: 3.8870 1.6401 -0.9826  0.08
H: 6.6712 1.3023 0.8798  0.09
H: 6.7361 0.6156 -0.7416  0.09
H: 5.4561 0.2286 0.4024  0.07
H: 4.8504 2.7041 0.5550  0.13
H: 5.9288 2.8615 -2.2794  0.14
H: 6.7089 3.4596 -0.8942  0.14
H: 6.1919 5.6016 -2.4504  0.10
H: 6.2718 5.7066 -0.7348  0.09
H: 4.8931 6.4107 -1.5748  0.09
H: 3.4664 0.9741 -0.3504  0.05
H: 4.2904 1.1990 -1.7967  0.09
C: -4.7121 -2.4611 1.8642  -0.06
C: -4.2098 -3.8955 2.2066  -0.41
C: -5.3330 -4.7926 2.7547  -0.22
O: -5.7832 -4.2895 3.9962  -0.17
C: -7.0757 -4.8120 4.2783  -0.12
N: -3.6405 -4.4815 1.0073  0.04
H: -5.5235 -2.5278 1.1394  0.08
H: -3.9637 -1.7919 1.4397  0.06
H: -5.1621 -1.9692 2.7265  0.06
H: -3.3926 -3.8426 2.9260  0.13
H: -5.0060 -5.8035 2.9983  0.12
H: -6.0866 -5.0793 2.0212  0.12
H: -7.4348 -4.6532 5.2951  0.09
H: -7.2188 -5.8888 4.1883  0.08
H: -7.8171 -4.3606 3.6190  0.09
H: -4.4441 -4.4539 0.3961  0.06
H: -2.8999 -3.9815 0.5364  0.05
C: -2.3828 -6.0803 -3.7113  -0.04
C: -3.3391 -5.3331 -2.7975  -0.48
C: -3.3282 -3.8128 -3.0583  -0.06
O: -4.6639 -5.7198 -3.0929  -0.06
H: -2.1943 -7.0245 -3.2003  0.09
H: -1.4591 -5.5354 -3.9059  0.06
H: -2.7793 -6.2833 -4.7061  0.08
H: -3.2184 -5.5561 -1.7374  0.13
H: -2.2500 -3.6527 -3.0569  0.05
H: -3.8344 -3.1906 -2.3203  0.07
H: -3.6952 -3.4782 -4.0286  0.07
H: -4.6721 -5.9511 -4.0246  0.08
C: 1.8559 -2.7005 3.6455  -0.03
C: 3.2807 -2.9400 3.0363  -0.45
C: 3.6404 -1.8287 2.0441  -0.06
O: 4.1848 -2.9650 4.1535  -0.06
H: 1.2086 -2.5684 2.7786  0.07
H: 1.7622 -1.8451 4.3146  0.05
H: 1.5452 -3.5859 4.2002  0.08
H: 3.3253 -3.9218 2.5650  0.13
H: 3.3948 -0.8450 2.4443  0.07
H: 3.0835 -1.9462 1.1144  0.06
H: 4.6747 -1.9530 1.7235  0.07
H: 5.0676 -3.1151 3.8075  0.08
C: -2.5569 1.2992 -3.9962  -0.05
C: -2.9196 -0.0292 -4.6784  -0.50
C: -4.2847 -0.5431 -4.1270  -0.04
O: -3.0174 0.1192 -6.0619  -0.03
H: -3.4043 1.9828 -4.0482  0.08
H: -1.8041 1.8266 -4.5822  0.07
H: -2.2416 1.1894 -2.9586  0.05
H: -2.1490 -0.7536 -4.4147  0.11
H: -5.0491 0.2331 -4.0892  0.08
H: -4.0040 -0.7369 -3.0917  0.06
H: -4.6413 -1.3894 -4.7141  0.07
H: -2.9899 -0.7837 -6.3869  0.09
C: 2.1431 2.1637 -6.1907  -0.03
C: 1.5955 1.8856 -4.7661  -0.54
C: 1.1256 0.4814 -4.5192  -0.04
O: 2.5792 2.2065 -3.8850  -0.11
H: 1.4338 2.1900 -7.0179  0.08
H: 2.9086 1.4165 -6.3998  0.08
H: 2.6581 3.1243 -6.1761  0.07
H: 0.7810 2.5854 -4.5795  0.13
H: 0.8727 0.3667 -3.4652  0.07
H: 1.8494 -0.2738 -4.8255  0.09
H: 0.1918 0.2337 -5.0238  0.08
H: 3.1687 1.4493 -3.8584  0.09
C: -2.6586 2.6509 0.1620  -0.04
C: -2.0088 3.8912 -0.5377  -0.44
C: -2.9235 5.0958 -0.2842  -0.05
O: -0.8191 4.0978 0.2170  -0.20
H: -1.8782 1.9474 0.4523  0.05
H: -3.3398 2.0774 -0.4665  0.08
H: -3.2091 2.8487 1.0817  0.08
H: -1.7998 3.6554 -1.5812  0.13
H: -3.8421 4.9952 -0.8622  0.09
H: -2.4498 6.0521 -0.5060  0.08
H: -3.2562 5.0862 0.7537  0.08
H: -1.1130 4.4316 1.0678  0.09
C: 2.7563 -3.8771 -4.2990  -0.05
C: 1.8964 -2.9646 -3.3653  -0.45
C: 1.2316 -3.8365 -2.2192  -0.03
O: 2.7720 -2.0451 -2.7652  -0.07
H: 2.2489 -4.8223 -4.4922  0.07
H: 3.6932 -4.1455 -3.8108  0.08
H: 3.0122 -3.4732 -5.2786  0.07
H: 1.0982 -2.5572 -3.9858  0.11
H: 0.3002 -4.3418 -2.4748  0.06
H: 0.8776 -3.1783 -1.4257  0.04
H: 1.9234 -4.5363 -1.7504  0.08
H: 2.4568 -1.7768 -1.8990  0.01